32
Properties=species:S:1:pos:R:3:forces:R:3 method="wB97M-V/def2-TZVPD" homo_ha=-0.329 max_force_ev_per_a=2.8 gap_ev=9.22 charge=0 total_energy_ha=-671.15639
C -0.728223 2.207093 0.739806 1.57 0.19 -2.25
N -0.071747 1.404317 -0.351264 -0.38 -1.45 1.30
C -0.846323 0.257577 -0.913993 -0.61 1.10 -0.08
C -1.613920 0.747286 -2.140105 -0.20 -1.40 -0.84
C -1.887940 -0.243919 0.087828 1.25 0.10 0.42
O -1.319760 -0.735866 1.308121 -0.39 0.23 0.08
H 0.099917 2.835627 1.064665 -0.37 0.32 0.45
H -1.071224 1.580163 1.541119 -0.33 0.02 0.23
H -1.475904 2.836431 0.258135 -0.50 0.11 0.70
H 0.217821 2.014831 -1.096741 0.07 0.15 -0.03
H -0.192486 -0.576075 -1.176830 0.31 0.25 0.00
H -1.011732 1.278885 -2.876579 0.20 0.29 0.33
H -2.521133 1.307112 -1.907134 0.16 0.17 0.12
H -1.919619 -0.149012 -2.699240 -0.29 0.15 0.06
H -2.522171 0.622094 0.268789 -0.59 -0.29 0.23
H -2.424731 -1.117244 -0.272947 -0.38 0.35 -0.51
H -0.468943 -0.327879 1.539972 -0.15 -0.23 -0.46
O 0.102001 -2.898439 0.471240 0.30 -0.32 -0.21
H -0.789259 -2.554474 0.600064 0.05 0.02 0.33
H 0.162670 -3.771010 0.868859 -0.25 -0.08 -0.09
O 2.054070 -0.646671 0.134167 0.79 -0.37 -0.07
H 2.024055 -0.796040 1.090950 -0.33 0.36 -0.30
H 1.764934 0.242644 -0.105326 -0.42 -0.11 0.42
O 2.403872 2.740032 -0.141892 -0.23 1.27 -0.13
H 2.056284 2.068686 0.445201 0.41 -0.45 -0.21
H 3.184784 2.472896 -0.625814 0.07 -0.58 0.30
O 1.815185 -2.383637 -2.118118 0.26 -0.19 -1.13
H 2.338181 -2.098207 -1.364028 -0.60 0.11 0.43
H 0.954370 -2.697072 -1.832375 0.25 0.10 0.65
O 0.845370 -1.160579 2.808094 0.19 0.22 0.31
H 0.643700 -0.583913 3.552499 0.05 -0.12 0.12
H 0.197900 -1.875638 2.842878 0.09 0.07 -0.17



35
Properties=species:S:1:pos:R:3:forces:R:3 method="wB97M-V/def2-TZVPD" homo_ha=-0.322 max_force_ev_per_a=2.8 gap_ev=9.17 charge=0 total_energy_ha=-896.86079
O -1.631765 -1.791634 0.292872 -0.26 -0.22 0.24
C -1.222947 -1.033761 1.135956 -0.17 1.51 -0.68
C -0.586874 0.317870 0.779667 -0.19 0.07 -1.06
C -0.481925 1.349069 1.908383 2.39 -0.97 -1.11
O 0.670257 0.978924 2.685428 0.30 0.03 0.98
N -1.095682 0.938370 -0.484618 -0.65 -1.23 1.37
C -0.229120 0.786188 -1.643242 1.04 -0.87 2.13
O 0.640199 -0.374230 -1.440382 -0.96 0.63 -1.25
H -1.283336 -1.257757 2.203475 0.06 -0.30 0.42
H 0.421254 -0.050553 0.537858 0.16 0.36 0.34
H -0.061932 2.229483 1.362355 -1.53 -0.02 0.85
H -1.346884 1.384250 2.569606 -0.18 0.71 -0.32
H 0.744602 0.014905 2.781075 -0.21 0.15 -0.19
H -2.002334 0.495642 -0.581586 0.10 0.19 -0.97
H -0.788550 0.685610 -2.556349 -0.15 0.33 -0.15
H 0.473796 1.624182 -1.579495 -0.31 0.30 -0.72
H 1.396023 -0.157599 -2.005732 0.19 -0.64 0.52
O -3.421159 -0.708793 -1.963781 -0.10 0.10 -0.34
H -3.995391 -1.347229 -1.541675 -0.11 -0.19 0.23
H -3.301152 -1.039229 -2.859685 0.12 -0.15 -0.01
O 3.242237 -0.249295 -1.383791 0.48 0.23 -0.04
H 3.553006 0.496352 -1.907393 0.22 -0.02 -0.01
H 3.133655 0.134929 -0.501143 -0.11 0.04 0.02
O 2.950815 1.907787 1.095844 0.36 -0.45 1.85
H 2.417618 1.609453 1.870943 -1.02 -0.07 -1.03
H 3.728619 2.052374 1.661965 0.47 0.35 -0.98
O 0.739648 -3.213327 -0.052809 0.71 -1.21 1.22
H -0.115816 -2.795591 -0.173883 0.37 0.53 -0.78
H 1.468776 -2.940869 -0.612950 -0.77 0.62 -0.42
O 1.414927 -1.695591 2.823940 0.03 0.06 0.25
H 1.761129 -2.360947 2.220174 -0.18 -0.09 -0.30
H 2.156311 -1.413244 3.367330 0.12 -0.15 0.05
O -2.743254 1.813214 -2.801940 -0.66 0.61 -0.21
H -3.324795 2.572685 -2.626907 0.39 -0.39 -0.12
H -3.279963 1.038369 -2.579501 0.05 0.14 0.20



34
Properties=species:S:1:pos:R:3:forces:R:3 method="wB97M-V/def2-TZVPD" homo_ha="-0.503 / -0.503" s2=0.75 max_force_ev_per_a=4.0 gap_ev="10.87 / 5.63" spin_multiplicity=2 charge=+1 total_energy_ha=-726.19274
C -1.044583 0.931505 -1.848637 0.97 0.29 0.10
N -0.334018 2.144417 -1.454803 -0.37 -0.96 -0.52
C -0.391761 2.469107 -0.064005 -0.27 0.99 -0.27
O 0.747638 1.937127 0.574274 -0.12 -0.49 0.61
C -0.136493 -0.306850 -1.964031 -2.50 -1.17 -0.15
N 0.160443 -0.879207 -0.658317 3.15 1.57 -1.93
C 1.169364 -1.908948 -0.520192 -0.94 -0.33 -0.34
H -1.535118 1.011389 -2.815387 -0.10 0.35 0.01
H -1.796967 0.759767 -1.076035 -0.25 -0.41 -0.25
H -0.336409 2.861462 -2.158814 -0.06 0.33 0.31
H -0.556751 3.539579 0.062065 0.61 0.08 0.14
H -1.251816 2.015406 0.425665 -0.13 -0.30 -0.07
H 1.412228 2.543346 0.918032 -0.19 0.31 -0.16
H -0.749745 -1.053119 -2.495689 0.00 -0.19 0.08
H 0.718081 -0.253701 -2.644728 0.51 0.34 0.59
H 0.387333 -0.084883 -0.033417 -0.62 -0.33 0.69
H 0.909682 -2.857918 -1.006266 -0.56 -0.05 0.49
H 1.321014 -1.932307 0.534440 0.72 -0.82 0.59
H 2.058312 -1.677710 -1.121448 0.11 0.87 0.26
H 1.279038 0.633827 2.064584 0.01 0.06 0.05
H 1.318673 0.959025 3.517127 0.11 -0.07 0.13
O 1.736362 0.376424 2.872638 0.09 0.05 -0.08
H -0.746618 -1.210806 1.499622 -0.17 0.06 0.42
H -1.448648 -2.552249 1.229701 -0.02 -0.02 0.61
O -0.895962 -2.082096 1.881936 0.08 0.01 -0.45
H 3.237929 1.260215 -1.344368 0.14 -0.15 0.07
H 1.744244 1.218480 -1.059536 0.25 0.34 0.11
O 2.562235 0.718767 -0.920153 0.06 -0.12 -0.53
H -2.538375 -3.533514 -1.054473 0.02 0.00 0.16
H -1.381916 -2.572315 -0.678928 -0.16 -0.26 -0.33
O -2.106315 -3.087944 -0.314717 -0.07 0.07 -0.30
H -0.630404 -0.174964 3.670483 -0.23 -0.21 -0.13
H -1.835070 0.226950 2.775359 -0.13 -0.25 0.40
O -1.045591 0.561731 3.208022 0.07 0.44 -0.32



36
Properties=species:S:1:pos:R:3:forces:R:3 method="wB97M-V/def2-TZVPD" homo_ha=-0.330 max_force_ev_per_a=7.2 gap_ev=9.24 charge=0 total_energy_ha=-1199.90857
N -0.696086 0.225943 2.286095 3.28 -0.67 2.71
C 0.643530 0.636350 2.733168 -1.00 1.41 -1.15
N 1.201955 1.569028 1.741351 0.69 0.04 -0.04
C 1.788480 1.219272 0.548366 0.73 5.55 1.58
O 2.289057 2.160143 -0.125448 -0.98 -1.79 0.43
C 1.809787 -0.142500 0.183170 -2.67 -5.06 -4.30
C 2.921561 -1.087374 0.688372 -0.15 2.85 0.84
S 4.466923 -0.319235 0.128181 0.84 -0.24 -0.07
H -1.331546 0.916012 2.428565 -2.45 1.91 -0.05
H -0.750923 -0.430296 1.558291 -0.38 -0.99 -0.50
H 1.285965 -0.245032 2.741163 -0.10 0.21 0.74
H 0.681839 1.346028 3.656810 -0.49 -2.21 -1.01
H 1.157764 2.555680 2.014576 0.41 -0.63 -0.69
H 0.779289 -0.719810 0.348551 2.14 1.46 0.01
H 1.790917 -0.105202 -1.069231 0.42 -0.27 3.38
H 2.776616 -2.019056 0.238090 -0.17 -1.52 -0.36
H 2.911620 -1.143465 1.825916 0.29 -0.06 -1.53
H 4.082434 0.004301 -1.141363 -0.02 -0.22 0.70
O 0.747263 4.325914 -1.310990 0.48 1.36 4.48
H 1.240571 4.007185 -0.456326 -1.16 0.96 -2.24
H 0.957210 3.624488 -1.851398 0.77 -2.44 -2.28
O -1.652557 -3.643042 -1.351239 -0.57 4.07 -0.40
H -1.891856 -4.505544 -1.452111 -0.81 -3.90 -0.37
H -2.485366 -3.147290 -1.612593 1.33 -0.32 0.38
O -3.526859 -1.495608 -1.723170 0.79 1.11 1.03
H -4.156161 -1.564559 -2.431428 -0.55 0.14 -0.34
H -3.379137 -0.495543 -1.538482 -0.57 -1.87 -0.34
O -0.605442 0.976839 -0.855966 -1.65 -2.90 -2.80
H -0.255207 1.737045 -0.534136 1.62 3.68 1.65
H -0.941673 0.480708 -0.126172 -0.34 -0.23 0.81
O -3.033965 0.947271 -2.330706 0.39 2.83 1.40
H -2.219868 1.514478 -2.151965 -1.27 -1.49 -0.28
H -2.803319 0.233064 -2.879601 1.09 -0.95 -1.48
O -1.281971 -2.200194 0.901533 0.50 -1.17 -0.86
H -0.825383 -3.108629 0.924022 -1.29 2.18 -0.52
H -1.695469 -2.107366 -0.003906 0.84 -0.84 1.49



34
Properties=species:S:1:pos:R:3:forces:R:3 method="wB97M-V/def2-TZVPD" homo_ha=-0.153 max_force_ev_per_a=2.6 gap_ev=7.34 charge=-1 total_energy_ha=-1070.00634
C 0.768325 0.049937 -2.557394 -0.28 -1.50 0.13
C 1.307851 1.016417 -1.511347 1.44 0.30 -0.06
S 0.189020 2.307855 -0.938807 -0.78 0.34 -0.56
C 0.138172 -1.205798 -1.911577 -0.54 0.09 -0.96
N -1.230527 -0.926990 -1.374247 0.74 0.30 2.44
C -1.350793 -1.175610 0.093589 0.18 0.54 -0.09
H 0.018372 0.447409 -3.226659 -0.26 0.71 0.01
H 1.544976 -0.303318 -3.240936 0.32 0.00 0.18
H 2.308804 1.405572 -1.860332 -1.10 0.16 0.02
H 1.622488 0.494545 -0.610397 -0.09 -0.63 0.03
H -0.089722 -2.000380 -2.611532 0.47 -0.02 -0.90
H 0.902605 -1.682499 -1.294999 -0.43 0.29 1.04
H -1.351673 0.090249 -1.374231 0.17 -0.10 -0.53
H -0.531212 -0.661324 0.667984 -0.79 -0.29 -0.37
H -1.400904 -2.201164 0.384299 0.72 -1.19 -0.30
H -2.338918 -0.892099 0.452726 0.06 0.91 -0.10
H 0.964147 -1.629286 2.143591 -0.23 0.87 0.00
H 1.983615 -0.841952 3.148652 -0.97 0.42 -0.64
O 1.715735 -1.665332 2.723503 1.14 -2.36 0.25
H -2.519382 2.055954 0.030136 0.06 0.23 0.25
H -3.425191 3.056569 0.801099 0.23 -0.07 -0.14
O -3.181481 2.127916 0.739568 -0.10 -0.20 -0.15
H 1.154646 3.583747 1.966103 0.08 0.19 -1.01
H 0.079440 2.670303 1.063757 1.21 0.62 -0.12
O 0.405528 2.994644 1.958093 -0.92 -0.42 1.34
H -2.227857 -2.064498 -2.491339 -0.02 0.31 -0.03
H -3.244573 -1.330994 -3.285966 -0.10 0.08 -0.11
O -2.804258 -2.183553 -3.271672 -0.15 -0.35 -0.11
H 1.028488 1.584816 2.655548 -0.18 -0.41 0.48
H 0.420778 0.276337 2.326493 0.01 -0.02 0.26
O 1.034240 0.637829 2.979914 -0.25 1.46 -0.40
H 3.733638 -3.428569 2.318005 0.11 -0.11 0.05
H 2.276446 -3.434133 2.481946 -0.63 0.63 0.29
O 3.019802 -4.021163 2.571458 0.85 -0.80 -0.20



36
Properties=species:S:1:pos:R:3:forces:R:3 method="wB97M-V/def2-TZVPD" homo_ha="0.010 / -0.211" s2=0.75 max_force_ev_per_a=2.7 gap_ev="2.44 / 8.32" spin_multiplicity=2 charge=-1 total_energy_ha=-1104.74471
C -0.240825 2.514513 -1.312903 0.86 -0.29 -2.12
N 0.668950 3.283398 -0.512251 0.02 0.08 0.12
C -0.088317 0.938928 -1.452642 1.86 1.61 -0.49
C -1.372317 0.430461 -2.090095 1.48 1.50 -1.65
S -2.789478 0.701159 -1.085418 -1.10 -0.51 0.28
N 0.994677 0.617913 -2.436929 -1.75 0.30 0.22
C 2.423768 0.479554 -2.178692 0.26 0.18 -0.72
N 2.882671 0.597753 -0.836011 0.43 -0.16 0.09
H -1.263816 2.781470 -1.173121 -0.65 0.27 0.81
H -0.047533 2.897850 -2.350869 -0.29 -0.52 0.26
H 1.590484 2.870226 -0.552091 -0.09 0.15 0.31
H 0.367845 3.439903 0.436485 0.08 -0.35 0.28
H 0.243576 0.574613 -0.491588 -0.59 -0.62 0.36
H -1.458276 1.148592 -2.984701 -0.32 -0.86 1.02
H -1.173241 -0.512593 -2.591252 -0.54 -0.44 0.49
H -2.808319 -0.504180 -0.495333 0.00 0.05 0.03
H 0.714424 1.093651 -3.285620 0.74 0.02 -0.11
H 2.669768 -0.520051 -2.505843 0.33 -0.53 0.02
H 3.030055 1.121744 -2.865783 -0.53 -0.02 0.64
H 2.436058 -0.037661 -0.194441 -0.06 0.03 0.16
H 2.984275 1.515169 -0.440107 -0.19 0.09 -0.03
H 0.276807 1.779160 3.580856 0.97 -0.70 0.24
H -0.968785 1.217499 3.416943 -0.30 -1.21 0.06
O -0.080084 0.859844 3.661897 -0.65 1.70 -0.33
H 0.263480 -0.980845 2.652541 0.30 1.05 -0.39
H -0.405593 -2.017947 1.920040 0.25 -0.68 -0.59
O 0.349238 -1.433770 1.788770 -0.57 0.47 1.16
H -3.255296 -0.560849 1.697606 0.43 0.03 -0.08
H -2.089938 -1.621122 1.689857 -0.09 0.40 -0.49
O -2.847376 -1.293130 2.176697 -0.62 -0.34 0.64
H 1.978654 -3.110144 1.541915 0.77 0.58 0.57
H 1.897236 -2.237267 2.664796 0.16 0.06 0.22
O 2.461330 -2.963483 2.363820 0.22 -0.19 -0.06
H 0.373404 -3.698957 -0.384666 -0.56 0.09 0.00
H 1.255562 -3.866123 0.771388 -0.95 -0.73 -0.05
O 0.305708 -3.790094 0.576680 0.69 -0.50 -0.87